Model w:
The following is a quantum chemistry calculation of a cluster of 15 separate species, H30O15 in total, from the OMol25 dataset.

For the LUMO energy, the calculation gives -0.61 eV. The molar mass is 270.2 g mol⁻¹. Its spin multiplicity is 1.

Geometry (Å):
O -20.510 -6.406 5.513
H -20.183 -7.317 5.426
H -20.255 -6.000 4.676
O -19.170 -4.795 -0.211
H -19.051 -3.840 -0.409
H -18.305 -5.173 -0.181
O -17.877 -4.333 5.017
H -17.789 -3.430 4.702
H -17.955 -4.767 4.165
O -17.823 -5.671 2.675
H -17.155 -6.154 2.218
H -18.682 -6.003 2.326
O -20.793 -6.215 2.545
H -21.440 -6.626 3.148
H -21.184 -6.074 1.707
O -14.414 -6.299 3.041
H -13.531 -6.049 2.715
H -14.317 -7.229 3.125
O -16.550 -5.226 -0.141
H -16.186 -4.970 0.720
H -16.193 -4.557 -0.667
O -18.975 -8.274 3.878
H -19.074 -9.054 4.435
H -18.120 -7.915 3.995
O -15.533 -4.012 2.286
H -15.212 -4.860 2.624
H -15.721 -3.418 3.035
O -21.125 -3.552 1.309
H -20.274 -3.879 1.023
H -20.935 -2.819 1.868
O -16.302 -7.579 1.367
H -15.400 -7.478 1.054
H -16.898 -7.330 0.671
O -15.972 -9.244 3.292
H -16.126 -8.514 2.698
H -15.045 -9.268 3.384
O -20.972 -3.795 4.193
H -20.684 -2.859 4.124
H -20.849 -4.263 3.350
O -18.361 -3.019 1.896
H -18.011 -3.909 1.835
H -18.436 -2.761 2.796
O -20.998 -9.044 1.734
H -20.400 -8.454 2.150
H -21.124 -9.734 2.407


Model x:
The following is a quantum chemistry calculation of a cluster of 15 separate species, H30O15 in total, from the OMol25 dataset.

For the LUMO energy, the calculation gives -0.36 eV. The molar mass is 270.2 g mol⁻¹. Its spin multiplicity is 1.

Geometry (Å):
O 0.817 -2.830 -1.360
H 1.651 -2.928 -1.834
H 0.442 -2.030 -1.738
O -2.933 2.844 0.979
H -3.710 2.631 1.452
H -2.912 2.174 0.240
O -1.610 -1.185 -1.959
H -2.055 -2.045 -1.881
H -2.312 -0.576 -1.663
O -2.656 -0.188 1.574
H -2.186 0.291 2.260
H -3.440 -0.571 2.012
O 0.013 0.498 -0.054
H -0.657 0.378 0.560
H 0.711 0.031 0.340
O 2.530 -0.605 -2.738
H 2.349 -0.110 -1.897
H 2.772 -1.471 -2.375
O -1.998 -2.956 0.839
H -1.436 -3.382 0.178
H -1.749 -2.030 0.878
O -0.252 1.758 -2.376
H -0.307 1.254 -1.544
H -1.127 1.492 -2.697
O 2.914 -0.306 2.409
H 3.142 0.033 1.551
H 2.353 0.357 2.712
O 0.884 3.604 -0.609
H 1.634 3.959 -1.039
H 0.729 2.829 -1.120
O -2.966 0.944 -0.999
H -3.888 0.978 -1.312
H -3.025 0.513 -0.165
O 3.336 0.040 -0.275
H 3.598 0.969 -0.294
H 4.128 -0.447 -0.591
O 2.559 -2.654 0.989
H 2.842 -1.716 0.991
H 2.284 -2.697 0.039
O -0.318 2.886 1.815
H -1.275 2.970 1.651
H -0.038 2.813 0.916
O 0.326 -1.507 2.178
H 1.140 -1.813 1.743
H -0.304 -2.201 2.210


Model y:
The following is a quantum chemistry calculation of a cluster of 15 separate species, H30O15 in total, from the OMol25 dataset.

For the LUMO energy, the calculation gives -0.24 eV. The molar mass is 270.2 g mol⁻¹. Its spin multiplicity is 1.

Geometry (Å):
H -0.935 -0.031 0.010
H 0.256 0.897 0.180
H 5.104 -0.758 -0.517
H 4.352 0.032 0.541
H -3.390 -0.185 1.621
H -3.452 -0.850 2.986
H 3.179 2.450 -1.125
H 3.097 2.848 0.340
H 1.994 -2.513 -2.102
H 2.720 -2.138 -3.383
H -5.692 -0.418 -1.402
H -5.680 0.484 -0.178
H -2.369 2.236 -1.121
H -3.375 1.998 -2.235
H -4.248 -1.210 -2.708
H -4.606 -2.632 -2.308
H 1.553 2.961 -1.808
H 0.671 1.852 -2.359
H 0.272 -2.131 3.952
H 0.580 -2.944 5.199
H -1.078 -2.448 -2.545
H -1.321 -2.915 -1.119
H 3.933 -1.794 -1.702
H 3.546 -2.912 -0.748
H -2.721 2.083 2.158
H -2.732 3.514 2.670
H 1.970 4.436 -0.309
H 1.964 5.663 0.588
H 1.689 -2.694 2.470
H 2.331 -1.611 1.619
O -0.049 0.007 0.388
O 5.180 0.020 0.047
O -3.170 -1.004 2.078
O 3.292 2.099 -0.234
O 2.594 -2.869 -2.767
O -5.200 0.304 -0.994
O -3.254 1.891 -1.285
O -4.806 -1.712 -2.103
O 0.631 2.736 -1.977
O -0.026 -2.276 4.857
O -0.741 -2.354 -1.646
O 3.313 -2.010 -0.996
O -2.392 2.636 2.875
O 2.515 4.917 0.324
O 2.412 -2.543 1.851


Model z:
The following is a quantum chemistry calculation of a cluster of 15 separate species, H30O15 in total, from the OMol25 dataset.

For the LUMO energy, the calculation gives 0.07 eV. The molar mass is 270.2 g mol⁻¹. Its spin multiplicity is 1.

Geometry (Å):
H 0.120 1.150 0.455
H -0.580 -0.268 0.425
H -3.445 4.076 -0.212
H -3.868 3.025 0.716
H 1.132 2.869 0.970
H 0.897 3.697 -0.472
H 0.306 -4.250 -1.400
H 1.587 -3.506 -1.886
H 2.823 3.072 -1.802
H 2.292 4.576 -1.743
H -3.769 -1.938 -2.056
H -5.013 -2.152 -3.015
H -2.262 0.276 3.071
H -0.938 -0.228 2.459
H 2.570 -1.581 1.824
H 2.043 -0.979 0.631
H 0.136 -3.084 0.658
H 0.308 -2.807 2.186
H -4.609 2.227 -1.727
H -3.893 1.091 -0.882
H -4.165 0.547 0.921
H -2.858 0.186 1.280
H -2.116 -1.474 0.353
H -2.665 -2.531 1.161
H 3.714 -1.801 -1.640
H 2.418 -2.359 -1.035
H 4.183 3.248 0.192
H 4.721 2.430 -0.994
H 4.801 -1.423 -0.267
H 4.608 -1.739 1.195
O 0.110 0.255 0.138
O -3.134 3.629 0.545
O 1.348 2.969 -0.015
O 1.165 -3.824 -1.148
O 2.578 3.872 -1.209
O -4.685 -1.646 -2.276
O -1.343 0.534 2.872
O 2.577 -0.743 1.342
O -0.299 -3.113 1.474
O -3.764 1.895 -1.420
O -3.681 -0.198 0.952
O -2.039 -2.479 0.419
O 2.950 -2.278 -1.844
O 4.219 2.371 -0.202
O 4.188 -1.289 0.452


So which one is most stable? That would be model x, about 8.2 kJ/mol below the next structure.


Model w:
The following is a quantum chemistry calculation of a cluster of 15 separate species, H30O15 in total, from the OMol25 dataset.

For the LUMO energy, the calculation gives -0.77 eV. The molar mass is 270.2 g mol⁻¹. Its spin multiplicity is 1.

Geometry (Å):
H -1.203 -0.501 0.519
H 0.197 -0.514 0.051
H 2.265 2.224 -1.059
H 1.944 2.895 -2.364
H -3.234 0.835 2.703
H -2.565 -0.201 3.530
H 4.446 -2.840 1.424
H 3.079 -3.018 1.024
H -4.062 -0.105 0.966
H -5.189 0.680 0.317
H 2.180 -1.030 -1.123
H 2.342 -1.472 -2.546
H 0.109 1.960 0.951
H -1.142 1.960 1.828
H -2.536 -1.496 -4.765
H -1.978 -2.572 -3.760
H -1.446 -2.205 -1.716
H -0.389 -2.066 -0.632
H 2.180 1.051 -4.938
H 1.170 0.341 -4.045
H -0.331 0.532 3.196
H 0.957 0.747 3.709
H -1.198 2.559 -1.954
H -0.941 1.459 -1.087
H -2.355 -2.111 4.356
H -2.237 -1.936 5.746
H 1.110 4.350 -0.514
H -0.162 3.714 -0.067
H 3.829 -1.222 0.897
H 5.190 -1.791 0.287
O -0.652 -0.282 -0.298
O 1.834 1.979 -1.906
O -2.350 0.477 2.852
O 3.552 -2.925 1.807
O -4.735 0.452 1.130
O 1.713 -1.114 -1.891
O -0.710 2.446 1.131
O -1.820 -2.167 -4.563
O -0.512 -1.975 -1.633
O 1.662 0.262 -4.917
O 0.030 0.651 4.004
O -0.523 1.899 -1.837
O -2.560 -2.568 5.101
O 0.273 3.861 -0.892
O 4.771 -1.221 0.981


Model x:
The following is a quantum chemistry calculation of a cluster of 15 separate species, H30O15 in total, from the OMol25 dataset.

For the LUMO energy, the calculation gives -0.18 eV. The molar mass is 270.2 g mol⁻¹. Its spin multiplicity is 1.

Geometry (Å):
O 17.119 8.257 7.564
H 17.304 7.896 6.708
H 16.668 9.051 7.313
O 16.838 7.535 4.815
H 15.939 7.545 4.386
H 17.194 8.383 4.547
O 13.751 4.614 4.438
H 13.735 3.867 5.095
H 12.851 4.550 4.124
O 17.098 3.986 5.302
H 17.831 4.599 5.275
H 16.436 4.590 5.667
O 11.546 6.914 4.229
H 11.021 7.484 4.778
H 12.322 6.808 4.727
O 14.630 7.622 8.689
H 14.861 8.498 8.912
H 15.355 7.217 8.224
O 15.385 5.604 6.777
H 14.928 5.131 7.430
H 14.756 5.998 6.194
O 16.391 2.650 7.587
H 16.809 1.832 7.841
H 16.709 2.942 6.705
O 13.228 5.121 8.716
H 12.320 5.077 8.439
H 13.410 5.826 9.305
O 13.834 2.320 9.294
H 13.782 3.283 9.104
H 13.592 2.245 10.227
O 17.623 5.422 8.626
H 17.431 6.062 9.330
H 17.025 5.532 7.863
O 14.023 2.620 6.076
H 14.713 2.541 6.800
H 13.236 2.447 6.605
O 13.442 7.821 6.014
H 13.960 8.128 6.765
H 13.470 8.548 5.392
O 14.464 7.037 3.175
H 14.868 6.477 2.525
H 14.127 6.436 3.839
O 16.094 3.709 10.322
H 15.594 3.064 9.837
H 16.409 4.258 9.580


So which one is most stable? That would be model x, about 733.1 kJ/mol below the next structure.


Model w:
The following is a quantum chemistry calculation of the ion C2H4N3O with charge +1, from the OMol25 dataset.

The total charge is +1. For the LUMO energy, the calculation gives -5.55 eV. The molar mass is 86.1 g mol⁻¹. Its spin multiplicity is 1.

Geometry (Å):
C -1.878 0.097 -0.164
C -0.405 -0.176 -0.120
N -2.989 0.385 -0.140
N 0.331 0.922 -0.118
N 0.116 -1.378 0.077
O 1.718 0.679 -0.063
H 0.118 1.797 -0.708
H -0.259 -2.347 0.263
H 1.174 -1.180 0.262
H 2.074 1.200 0.711


Model x:
The following is a quantum chemistry calculation of a structure of composition C2H4N3O, from the OMol25 dataset.

The total charge is +1. For the LUMO energy, the calculation gives -5.69 eV. The molar mass is 86.1 g mol⁻¹. Its spin multiplicity is 1.

Geometry (Å):
C 0.120 -0.533 -1.549
C -0.505 1.044 0.953
N 0.704 -1.614 -1.435
N 0.588 -1.107 0.739
N 0.085 -0.094 0.356
O 0.963 -2.013 -0.158
H 0.117 0.137 -2.459
H -0.414 1.152 2.023
H -0.073 1.962 0.768
H -1.585 1.065 0.762


Model y:
The following is a quantum chemistry calculation of the ion C2H4N3O with charge +1, from the OMol25 dataset.

The total charge is +1. For the LUMO energy, the calculation gives -6.52 eV. The molar mass is 86.1 g mol⁻¹. Its spin multiplicity is 1.

Geometry (Å):
C -0.363 -0.524 1.870
C -0.276 0.010 -0.576
N -0.638 -1.660 2.590
N -0.775 -2.626 1.955
N -0.459 -0.871 0.555
O -0.676 -2.121 0.419
H -0.130 0.501 2.323
H -0.857 -0.224 -1.477
H -0.222 1.093 -0.239
H 0.746 -0.124 -1.047


So which one is most stable? That would be model w, about 190.4 kJ/mol below the next structure.